(1)
Density functional theory data (ωB97M-V with the def2-TZVPD basis set) for a molecular structure, C14H35O6PSi2.

Each line ends with the natural charge from an NBO analysis.
Geometry (Å):
C: 0.85 -1.00 2.74  -0.627
C: 2.23 -0.41 2.62  -0.059
O: 3.13 -1.43 2.24  -0.556
C: 4.43 -0.95 1.91  -0.506
Si: 4.50 -0.81 0.03  1.300
O: 3.30 0.26 -0.44  -1.226
Si: 2.66 0.09 -1.96  1.647
C: 1.92 1.74 -2.42  -0.901
C: 0.49 1.94 -1.86  -0.397
C: 0.32 3.19 -0.99  -0.401
C: 0.22 2.92 0.51  -0.379
C: -1.16 2.47 0.98  -0.399
C: -1.46 0.97 0.80  -0.420
C: -2.68 0.69 -0.10  -0.389
C: -3.82 0.03 0.68  -0.412
C: -4.82 -0.64 -0.24  -0.049
O: -6.12 -0.55 0.31  -0.547
C: -7.05 -1.45 -0.28  -0.249
C: 1.35 -1.29 -2.01  -0.541
O: 0.65 -1.37 -0.79  -0.299
O: 0.08 -2.66 -0.68  -0.443
P: 4.24 -2.92 -0.66  1.046
O: 5.33 -3.71 -0.01  -1.108
H: 0.68 -1.66 1.89  0.230
H: 0.13 -0.19 2.65  0.208
H: 0.70 -1.54 3.67  0.208
H: 2.19 0.40 1.89  0.167
H: 2.55 0.03 3.57  0.161
H: 5.16 -1.69 2.21  0.233
H: 4.65 0.01 2.38  0.204
H: 5.84 -0.35 -0.42  -0.182
H: 3.69 -0.28 -2.97  -0.214
H: 1.99 1.93 -3.49  0.241
H: 2.57 2.46 -1.93  0.240
H: 0.23 1.06 -1.28  0.198
H: -0.20 2.00 -2.69  0.209
H: 1.18 3.84 -1.14  0.199
H: -0.54 3.76 -1.32  0.200
H: 0.98 2.20 0.82  0.194
H: 0.47 3.84 1.03  0.203
H: -1.91 3.10 0.52  0.195
H: -1.21 2.68 2.05  0.204
H: -1.68 0.56 1.77  0.203
H: -0.58 0.45 0.45  0.220
H: -2.44 0.02 -0.92  0.186
H: -3.07 1.60 -0.53  0.199
H: -4.31 0.72 1.34  0.217
H: -3.38 -0.75 1.30  0.194
H: -4.79 -0.15 -1.22  0.155
H: -4.54 -1.69 -0.36  0.158
H: -7.93 -0.91 -0.61  0.181
H: -6.64 -1.99 -1.12  0.169
H: -7.37 -2.16 0.48  0.177
H: 0.67 -1.11 -2.85  0.198
H: 1.85 -2.24 -2.20  0.209
H: -0.80 -2.58 -1.08  0.456
H: 4.29 -3.06 -2.07  -0.065
H: 2.98 -3.37 -0.19  -0.041

Values from the calculation:
gap between HOMO and LUMO = 0.355 Ha
HOMO level = -9.246 eV
F_max = 1.22 eV/A


(2)
Density functional theory data (ωB97M-V with the def2-TZVPD basis set) for 10 unconnected molecules or ions with the total composition H19O10.

Each line ends with the Mulliken spin population.
Geometry (Å):
O: 0.86 -0.68 1.21  0.003
H: 1.02 -0.53 0.35  -0.001
H: -0.40 1.98 0.40  0.000
O: -1.61 2.19 -2.60  0.052
H: -0.97 1.80 -3.20  -0.004
H: 0.15 -0.09 2.97  0.000
O: -1.26 2.11 0.77  0.003
H: -1.41 1.43 -1.96  -0.011
H: -1.28 2.89 0.12  0.000
O: -2.14 -0.77 0.90  0.049
H: 0.63 -3.09 -2.25  0.001
H: -0.05 -1.01 1.35  0.000
O: 0.94 -2.25 -2.14  0.001
H: 2.87 1.92 -0.16  0.000
H: -1.96 -1.29 0.17  -0.006
O: 1.34 1.22 -2.40  0.004
H: 1.53 0.31 -2.83  0.000
H: 0.76 0.91 -1.66  0.003
O: 0.16 -3.52 1.70  0.000
H: 0.69 -2.83 1.25  0.000
H: -0.23 -2.92 2.42  0.000
O: 2.86 1.89 0.80  0.000
H: 2.23 1.21 1.03  0.000
H: 0.29 -1.55 -1.94  -0.003
O: -1.00 -0.10 -1.38  0.939
H: -1.86 -0.42 -1.40  -0.024
O: 0.39 0.37 3.75  0.000
H: -2.18 0.21 0.66  -0.007
H: -0.38 0.60 4.06  0.000

Values from the calculation:
relative energy (zero: lowest compared OMol25 entry of this formula, charge and spin) = 1.184 eV
expectation value of S² = 0.75
gap between HOMO and LUMO (alpha / beta) = 0.399 / 0.234 Ha
HOMO level (alpha / beta) = -11.484 / -11.484 eV
spin multiplicity = 2
F_max = 7.22 eV/A


(3)
Density functional theory data (ωB97M-V with the def2-TZVPD basis set) for a molecular structure, C35H35BrN7O2RuSi.

Each line ends with the Mulliken spin population.
Geometry (Å):
Ru: -0.22 0.10 -0.66  3.559
C: -0.99 7.03 -1.78  0.000
C: -1.03 5.65 -1.17  0.010
C: -0.63 5.42 0.14  -0.007
C: -0.61 4.13 0.64  0.042
C: -1.01 3.02 -0.11  0.036
N: -0.80 1.75 0.43  0.073
C: -1.38 1.38 1.63  -0.197
C: -2.66 1.77 2.05  0.022
C: -3.24 1.23 3.18  -0.009
C: -2.59 0.28 3.96  0.061
C: -3.24 -0.34 5.17  -0.004
C: -1.29 -0.06 3.60  -0.010
C: -0.69 0.49 2.47  0.186
N: 0.73 0.29 2.24  -0.021
C: 1.54 0.91 3.22  0.434
C: 2.43 0.00 3.74  -0.117
C: 2.21 -1.21 3.10  0.448
N: 1.15 -1.06 2.18  0.139
C: -1.50 3.27 -1.39  0.007
C: -1.47 4.56 -1.91  -0.007
N: -2.11 2.25 -2.21  -0.005
C: -2.76 2.44 -3.38  0.009
C: -3.34 1.25 -3.74  -0.002
C: -2.99 0.37 -2.71  0.019
N: -2.25 0.97 -1.79  0.037
H: -0.94 7.79 -1.01  0.000
H: -1.87 7.22 -2.40  0.000
H: -0.11 7.14 -2.42  0.001
H: -0.29 6.24 0.75  0.000
H: -0.24 3.95 1.64  0.000
H: -3.20 2.48 1.43  -0.001
H: -4.25 1.54 3.45  -0.001
H: -4.20 0.13 5.38  0.000
H: -2.61 -0.23 6.06  0.002
H: -3.42 -1.41 5.03  0.003
H: -0.71 -0.74 4.21  0.018
H: 1.36 1.94 3.47  0.023
H: 3.17 0.20 4.50  -0.004
H: 2.69 -2.16 3.20  -0.006
H: -1.80 4.75 -2.92  -0.001
H: -2.79 3.39 -3.87  0.001
H: -3.93 1.05 -4.62  0.000
H: -3.24 -0.68 -2.61  0.000
Br: -2.41 -2.87 -0.77  0.004
C: -1.09 -2.72 -2.12  0.026
C: -0.85 -3.80 -2.95  -0.004
C: 0.00 -3.59 -4.02  0.003
C: 0.55 -2.34 -4.24  -0.003
C: 0.28 -1.34 -3.32  0.025
N: -0.51 -1.53 -2.26  -0.019
C: 0.89 0.06 -3.50  -0.009
O: 1.39 0.29 -4.59  0.016
O: 0.82 0.83 -2.48  0.085
H: -1.33 -4.74 -2.76  0.001
H: 0.22 -4.41 -4.70  0.000
H: 1.19 -2.12 -5.08  0.001
C: 4.48 -1.68 0.90  0.010
Si: 2.97 -0.91 0.08  0.048
C: 3.03 -1.32 -1.74  0.010
C: 3.04 0.93 0.29  0.039
N: 1.42 -1.54 0.82  0.092
C: 1.11 -2.95 0.79  0.014
C: 0.01 -3.44 1.51  -0.037
C: -0.30 -4.78 1.49  0.001
C: 0.46 -5.68 0.74  0.005
C: 1.55 -5.20 0.03  -0.001
C: 1.88 -3.85 0.07  -0.010
H: 5.34 -1.50 0.25  0.000
H: 4.38 -2.76 1.03  0.001
H: 4.69 -1.23 1.87  -0.015
H: 4.02 -1.75 -1.95  -0.003
H: 2.93 -0.40 -2.33  0.005
H: 2.28 -2.03 -2.09  -0.004
H: 3.83 1.29 -0.37  0.004
H: 3.29 1.20 1.32  0.002
H: 2.13 1.45 0.01  -0.029
H: -0.59 -2.75 2.09  0.003
H: -1.16 -5.13 2.05  0.000
H: 0.20 -6.73 0.72  0.001
H: 2.16 -5.88 -0.55  0.000
H: 2.76 -3.52 -0.46  0.000

Values from the calculation:
expectation value of S² = 8.78
gap between HOMO and LUMO (alpha / beta) = 0.233 / 0.256 Ha
HOMO level (alpha / beta) = -6.150 / -7.151 eV
spin multiplicity = 6
F_max = 0.69 eV/A


(4)
Density functional theory data (ωB97M-V with the def2-TZVPD basis set) for 2 unconnected molecules or ions with the total composition C19H21N5O6.

Each line ends with the natural charge from an NBO analysis.
Geometry (Å):
N: -0.72 -7.28 2.58  -0.240
C: -0.35 -6.18 2.61  0.255
C: 0.09 -4.86 2.63  -0.167
C: 1.43 -4.53 2.60  -0.124
C: 1.87 -3.19 2.67  0.076
N: 3.29 -2.92 2.67  0.496
O: 4.06 -3.83 2.35  -0.360
O: 3.67 -1.79 2.99  -0.356
C: 0.97 -2.15 2.74  -0.147
C: -0.38 -2.48 2.72  0.043
C: -0.84 -3.79 2.69  0.115
N: -2.19 -3.80 2.72  -0.114
O: -2.66 -2.57 2.76  -0.052
N: -1.57 -1.77 2.75  0.398
O: -1.62 -0.52 2.77  -0.374
H: 2.17 -5.31 2.54  0.270
H: 1.30 -1.13 2.84  0.283
C: 1.32 4.81 1.21  -0.261
O: 0.57 4.66 0.05  -0.502
C: 0.03 3.41 0.01  0.790
O: 0.21 2.55 0.85  -0.587
C: -0.85 3.17 -1.19  -0.123
C: -2.16 3.98 -1.10  -0.397
C: -3.28 3.07 -1.65  -0.412
C: -2.60 1.74 -2.02  -0.205
N: -1.26 1.74 -1.38  -0.468
C: -0.30 0.72 -1.70  0.170
C: 0.40 0.13 -0.72  -0.207
C: 1.44 -0.93 -0.94  -0.423
C: 1.43 -1.50 -2.37  -0.396
C: 1.21 -0.38 -3.41  -0.391
C: -0.11 0.35 -3.14  -0.449
H: 1.73 5.82 1.25  0.192
H: 0.68 4.64 2.07  0.190
H: 2.13 4.08 1.20  0.191
H: -0.29 3.45 -2.09  0.191
H: -2.34 4.24 -0.05  0.214
H: -2.08 4.92 -1.64  0.221
H: -4.06 2.91 -0.90  0.215
H: -3.77 3.52 -2.52  0.213
H: -3.17 0.87 -1.69  0.201
H: -2.46 1.66 -3.10  0.166
H: 0.21 0.45 0.29  0.239
H: 2.43 -0.51 -0.73  0.209
H: 1.31 -1.74 -0.22  0.195
H: 2.37 -2.03 -2.59  0.208
H: 0.64 -2.25 -2.47  0.194
H: 2.04 0.33 -3.35  0.197
H: 1.23 -0.79 -4.43  0.208
H: -0.96 -0.27 -3.45  0.207
H: -0.17 1.27 -3.74  0.207

Values from the calculation:
structure (SMILES) = N#Cc1cc([N+](=O)[O-])cc2c1no[n+]2[O-].COC(=O)[C@@H]1CCCN1C1=CCCCC1
relative energy (zero: lowest compared OMol25 entry of this formula, charge and spin) = 0.039 eV
gap between HOMO and LUMO = 0.207 Ha
HOMO level = -7.982 eV
F_max = 5.74 eV/A


Q: The highest F_max belongs to which entry?
A: H19O10